C21H33N7O4RuS as an isolated structure, computed with ωB97M-V/def2-TZVPD.

Output
- Max |F|: 0.0286 Eh/bohr
- Kohn-Sham gap (alpha / beta): 0.196 / 0.193 Ha
- Multiplicity: 1
- Total charge: +2
- Highest occupied orbital energy (alpha / beta): -13.68 / -13.60 eV

Last column: Mulliken charge in e.
Geometry (Å):
Ru -0.780 -0.051 -0.954  1.02
C 2.569 -2.156 4.629  -1.44
C 1.565 -2.204 3.517  0.81
C 1.453 -3.334 2.703  -0.80
C 0.531 -3.389 1.674  -0.99
C -0.293 -2.288 1.449  0.73
C -0.217 -1.155 2.251  -0.29
C 0.715 -1.125 3.277  -0.84
S -1.396 -2.450 0.098  1.21
O -2.136 -3.657 0.173  -0.64
O -0.638 -2.206 -1.160  -0.59
N -2.280 -1.022 0.119  -0.06
C -3.561 -1.100 -0.313  -0.85
C -3.316 -0.801 -2.243  0.65
O -4.192 -1.249 -2.872  -0.38
O -2.245 -0.159 -2.304  -0.51
H 2.803 -3.155 4.994  0.41
H 2.206 -1.559 5.463  0.39
H 3.502 -1.705 4.281  0.29
H 2.079 -4.196 2.897  0.46
H 0.434 -4.284 1.072  0.52
H -0.893 -0.325 2.101  0.53
H 0.764 -0.257 3.924  0.47
H -4.172 -0.210 -0.182  0.36
H -4.078 -2.055 -0.256  0.39
C -0.596 2.947 2.324  -0.89
N -1.557 3.242 1.284  0.11
C -2.741 4.063 1.549  -0.55
C -3.609 3.824 0.303  -0.60
N -2.758 2.978 -0.539  0.17
C -3.085 2.758 -1.933  -1.04
C -1.626 2.661 0.084  -0.12
N -0.652 1.854 -0.408  0.65
C 0.640 2.510 -0.698  -1.06
C 1.698 1.435 -0.619  -0.69
N 1.119 0.254 -1.291  -0.01
C 1.951 -0.689 -1.802  0.22
N 1.767 -1.251 -2.992  0.11
C 0.807 -0.890 -4.014  -0.99
C 2.774 -2.284 -3.247  -0.62
C 3.715 -2.152 -2.040  -0.54
N 3.023 -1.180 -1.184  0.19
C 3.331 -1.062 0.230  -0.73
H -1.123 2.636 3.229  0.38
H 0.007 3.825 2.557  0.34
H 0.052 2.138 1.994  0.06
H -2.462 5.109 1.674  0.36
H -3.224 3.723 2.465  0.33
H -3.832 4.750 -0.227  0.34
H -4.551 3.321 0.525  0.34
H -3.301 3.716 -2.406  0.33
H -3.964 2.119 -2.026  0.30
H -2.243 2.294 -2.436  0.31
H 0.856 3.309 0.013  0.41
H 0.608 2.952 -1.699  0.35
H 1.892 1.212 0.433  0.32
H 2.635 1.749 -1.083  0.40
H 0.256 -0.007 -3.707  0.28
H 0.110 -1.712 -4.181  0.30
H 1.333 -0.671 -4.943  0.37
H 3.276 -2.077 -4.191  0.35
H 2.299 -3.263 -3.311  0.36
H 4.707 -1.791 -2.309  0.37
H 3.822 -3.093 -1.502  0.36
H 3.755 -2.007 0.565  0.40
H 2.417 -0.889 0.800  -0.05
H 4.053 -0.268 0.425  0.27

C21H33O11PdS3 as an isolated structure, computed with ωB97M-V/def2-TZVPD.

Output
- Relative energy (zero: lowest compared OMol25 entry of this formula, charge and spin): 254.9 kJ/mol
- Max |F|: 0.0826 Eh/bohr
- Kohn-Sham gap (alpha / beta): 0.227 / 0.226 Ha
- Multiplicity: 3
- Total charge: -1
- Highest occupied orbital energy (alpha / beta): -4.06 / -4.03 eV
- <S²>: 2.005

Last column: Mulliken spin population.
Geometry (Å):
Pd -0.613 0.206 -0.084  1.61
C 2.170 1.094 2.827  0.00
C 1.606 -0.186 2.358  -0.03
C 2.030 -1.292 3.337  0.01
O 0.248 -0.184 1.912  0.13
H 1.914 1.274 3.871  0.00
H 1.878 1.866 2.115  0.00
H 3.258 1.029 2.785  0.00
H 2.307 -0.273 1.528  0.01
H 3.108 -1.216 3.480  0.00
H 1.850 -2.344 3.116  0.00
H 1.514 -0.995 4.251  0.00
C -1.526 0.224 -4.436  0.00
C -1.168 -0.623 -5.576  0.00
C -0.520 -2.071 -5.220  0.00
O -0.360 -2.882 -6.167  0.00
C 0.018 -2.200 -3.863  0.00
C -0.266 -1.291 -2.873  -0.01
C -1.116 -0.095 -3.213  -0.01
O -1.543 0.639 -2.218  0.10
O 0.233 -1.527 -1.674  0.08
O -1.357 -0.352 -6.797  0.00
H -2.183 1.043 -4.690  0.00
H 0.698 -2.985 -3.570  0.00
C -1.955 -4.853 -0.055  0.00
C -0.751 -4.470 0.857  0.00
C -1.222 -3.389 1.927  0.00
S -2.696 -2.522 1.161  0.01
O -2.294 -1.317 0.384  0.02
O -3.799 -2.442 2.103  0.00
C -3.107 -3.864 -0.054  0.00
H -2.392 -5.783 0.309  0.00
H -1.560 -4.985 -1.063  0.00
H -0.045 -4.074 0.128  0.00
H -0.240 -5.304 1.339  0.00
H -0.465 -2.648 2.184  0.00
H -1.538 -3.907 2.832  0.00
H -3.442 -3.361 -0.961  0.00
H -4.022 -4.330 0.311  0.00
C -1.587 4.347 3.593  0.00
C -1.455 2.881 4.152  0.00
C -2.458 2.041 3.365  0.00
S -2.419 2.736 1.703  0.01
O -3.806 3.091 1.451  0.01
O -1.632 1.824 0.826  0.03
C -1.503 4.237 2.024  0.00
H -0.835 5.041 3.969  0.00
H -2.521 4.756 3.977  0.00
H -1.781 2.862 5.192  0.00
H -0.492 2.388 4.020  0.00
H -3.454 1.861 3.769  0.00
H -2.038 1.044 3.234  0.00
H -1.901 5.121 1.526  0.00
H -0.470 4.112 1.699  0.00
C 3.550 1.547 -3.674  0.00
C 3.800 0.416 -2.658  0.00
C 3.630 1.076 -1.291  0.00
S 2.115 2.177 -1.472  0.02
O 2.464 3.532 -1.201  0.01
O 1.017 1.440 -0.817  0.00
C 2.137 2.014 -3.389  0.00
H 3.650 1.244 -4.716  0.00
H 4.198 2.411 -3.525  0.00
H 4.839 0.088 -2.691  0.00
H 3.132 -0.435 -2.792  0.00
H 4.447 1.771 -1.095  0.00
H 3.507 0.537 -0.351  0.00
H 1.784 2.983 -3.742  0.00
H 1.426 1.243 -3.688  0.00

C21H34BClN6O4S3Zn as an isolated structure, computed with ωB97M-V/def2-TZVPD.

Output
- Max |F|: 0.0153 Eh/bohr
- Kohn-Sham gap: 0.317 Ha
- Multiplicity: 1
- Highest occupied orbital energy: -8.17 eV

Last column: Mulliken charge in e.
Geometry (Å):
Zn 0.037 0.444 -0.237  1.27
C 4.534 0.517 1.885  -1.47
C 4.551 -0.503 0.744  1.31
C 4.502 0.252 -0.579  -2.12
C 5.827 -1.347 0.773  -1.65
N 3.391 -1.433 0.980  0.49
C 3.371 -2.190 2.143  -0.19
C 2.206 -2.853 2.170  -1.37
N 1.497 -2.513 1.038  -0.12
B 0.027 -3.004 0.931  0.92
N -0.931 -2.219 1.869  0.05
C -2.118 -2.822 2.225  -1.32
C -2.844 -1.933 2.918  -0.23
N -2.100 -0.764 2.998  0.48
C -0.927 -0.954 2.341  0.31
S 0.351 0.188 2.125  -0.51
C -2.719 0.442 3.651  1.25
C -1.804 1.658 3.730  -2.04
C -3.111 0.040 5.074  -1.65
C -3.949 0.812 2.819  -1.45
N -0.496 -3.039 -0.533  0.14
C -0.063 -4.055 -1.355  -1.26
C -0.538 -3.826 -2.591  -0.20
N -1.277 -2.655 -2.533  0.36
C -1.237 -2.181 -1.262  0.26
S -1.999 -0.733 -0.698  -0.48
C -1.929 -2.008 -3.721  1.36
C -3.433 -1.898 -3.483  -1.57
C -1.696 -2.887 -4.948  -2.22
C -1.283 -0.645 -3.969  -1.53
C 2.227 -1.639 0.314  0.41
S 1.731 -0.929 -1.181  -0.51
H 5.340 1.235 1.736  0.47
H 4.672 0.049 2.861  0.37
H 3.586 1.057 1.890  0.27
H 5.416 0.848 -0.622  0.56
H 3.649 0.922 -0.646  0.41
H 4.486 -0.416 -1.437  0.43
H 6.684 -0.699 0.590  0.45
H 5.797 -2.107 -0.009  0.39
H 5.982 -1.841 1.732  0.39
H 4.179 -2.186 2.849  0.52
H 1.807 -3.532 2.902  0.58
H 0.021 -4.149 1.322  -0.22
H -2.342 -3.835 1.941  0.58
H -3.821 -2.028 3.352  0.53
H -0.893 1.455 4.289  0.47
H -2.368 2.432 4.255  0.54
H -1.527 2.036 2.750  0.35
H -2.233 -0.285 5.634  0.38
H -3.852 -0.759 5.096  0.39
H -3.540 0.905 5.581  0.45
H -3.656 1.027 1.791  0.27
H -4.412 1.705 3.242  0.46
H -4.695 0.017 2.807  0.37
H 0.557 -4.852 -0.986  0.58
H -0.408 -4.393 -3.490  0.52
H -3.866 -2.889 -3.328  0.40
H -3.898 -1.454 -4.365  0.46
H -3.660 -1.273 -2.623  0.31
H -2.123 -3.884 -4.828  0.51
H -0.636 -2.972 -5.193  0.47
H -2.194 -2.412 -5.792  0.45
H -1.505 0.066 -3.179  0.23
H -1.657 -0.244 -4.913  0.52
H -0.199 -0.748 -4.044  0.31
O 0.100 4.192 -1.644  -0.67
Cl 0.273 2.884 -1.122  1.78
O 1.611 2.659 -0.619  -0.62
O -0.016 1.853 -2.128  -0.70
O -0.664 2.614 -0.014  -0.69

C21H34BrNO4 as an isolated structure, computed with ωB97M-V/def2-TZVPD.

Output
- Relative energy (zero: lowest compared OMol25 entry of this formula, charge and spin): 0.0 kJ/mol
- Max |F|: 0.0580 Eh/bohr
- Kohn-Sham gap: 0.278 Ha
- Multiplicity: 1
- Highest occupied orbital energy: -7.17 eV

Last column: Mulliken charge in e.
Geometry (Å):
C -1.364 -3.668 3.315  -1.09
C 0.113 -3.956 3.066  -0.44
C 0.637 -3.712 1.624  -0.98
C -0.379 -3.287 0.580  -0.53
O -0.489 -1.863 0.597  -0.14
C -0.608 -1.242 -0.629  2.05
C -1.684 -1.873 -1.534  -1.80
O -2.847 -2.223 -0.823  -0.18
C -3.533 -3.342 -1.349  -0.90
O 0.621 -1.396 -1.312  -0.55
C 0.688 -0.707 -2.562  -0.51
C 0.098 0.692 -2.519  -0.73
N 0.139 1.102 -1.101  0.64
C -0.004 2.582 -0.874  -0.75
C 1.351 3.189 -0.591  0.41
C 2.151 3.714 -1.599  -0.60
C 3.382 4.260 -1.263  -0.81
C 3.820 4.259 0.058  1.08
C 5.174 4.844 0.394  -1.46
C 3.029 3.712 1.066  -0.90
C 1.790 3.177 0.733  -0.31
C -0.809 0.258 -0.293  -1.64
C -2.250 0.726 -0.282  -0.60
C -2.937 0.179 0.953  -0.04
C -2.704 0.994 2.184  -0.74
O -3.987 0.939 1.390  -0.60
H -1.618 -4.045 4.304  0.44
H -1.972 -4.265 2.638  0.30
H -1.614 -2.615 3.248  0.16
H 0.368 -4.969 3.366  0.33
H 0.684 -3.312 3.733  0.29
H 1.139 -4.610 1.272  0.42
H 1.408 -2.947 1.648  0.34
H -1.359 -3.735 0.729  0.37
H -0.035 -3.667 -0.380  0.35
H -1.224 -2.730 -2.025  0.78
H -1.961 -1.192 -2.344  0.50
H -2.869 -4.042 -1.853  0.36
H -4.344 -3.023 -2.005  0.30
H -3.991 -3.868 -0.514  0.26
H 1.794 -0.526 -2.770  0.25
H 0.267 -1.298 -3.379  0.26
H 0.748 1.342 -3.100  0.40
H -0.924 0.718 -2.891  0.33
H 1.091 0.861 -0.779  0.59
H -0.442 3.043 -1.753  0.48
H -0.619 2.798 -0.011  0.47
H 1.785 3.670 -2.613  0.28
H 4.001 4.667 -2.047  0.32
H 5.054 5.841 0.809  0.29
H 5.663 4.203 1.120  0.37
H 5.785 4.892 -0.501  0.37
H 3.376 3.688 2.086  0.40
H 1.183 2.747 1.520  0.35
H -0.451 0.352 0.732  0.35
H -2.851 0.433 -1.141  0.29
H -2.381 1.795 -0.136  0.56
H -2.979 -0.890 1.075  0.57
H -3.122 0.720 3.138  0.40
H -2.348 1.991 1.972  0.28
Br 3.361 0.615 -2.377  -0.71

One molecule with the formula C21H34N2, computed with ωB97M-V/def2-TZVPD.

Output
- Relative energy (zero: lowest compared OMol25 entry of this formula, charge and spin): 6.0 kJ/mol
- Max |F|: 0.0121 Eh/bohr
- Kohn-Sham gap: 0.299 Ha
- Multiplicity: 1
- Highest occupied orbital energy: -7.35 eV

Last column: Mulliken charge in e.
Geometry (Å):
C 1.677 -1.071 -3.502  -0.86
C 1.211 -2.422 -2.973  -0.28
C -0.302 -2.611 -3.086  -1.05
C -1.123 -1.809 -2.075  -0.30
C -0.919 -2.279 -0.634  -0.03
C -2.046 -1.810 0.285  -0.26
C -1.819 -2.218 1.744  -1.28
C -0.837 -1.287 2.459  0.51
C -1.518 0.003 2.919  -0.49
C -0.550 1.188 3.051  -1.41
N 0.066 1.520 1.787  0.28
C -0.643 2.161 0.802  0.41
C -0.176 2.341 -0.454  0.71
C 1.121 1.885 -0.891  0.14
N 1.520 2.108 -2.090  -0.86
C 1.826 1.219 0.186  1.04
C 1.306 1.062 1.427  0.19
C 2.295 0.422 2.365  -1.12
C 3.346 -0.158 1.406  -0.87
C 3.222 0.664 0.114  -1.00
C -1.142 3.129 -1.286  -1.15
C -2.427 3.118 -0.444  -0.68
C -1.969 2.843 0.998  -1.06
H 1.237 -0.250 -2.943  0.04
H 1.398 -0.956 -4.547  0.39
H 2.761 -0.991 -3.431  0.33
H 1.520 -2.538 -1.933  0.20
H 1.702 -3.211 -3.549  0.33
H -0.613 -2.329 -4.095  0.38
H -0.538 -3.671 -2.955  0.37
H -2.180 -1.922 -2.334  0.45
H -0.879 -0.748 -2.151  -0.07
H -0.881 -3.372 -0.614  0.31
H 0.036 -1.906 -0.262  -0.17
H -2.985 -2.243 -0.067  0.51
H -2.137 -0.724 0.211  -0.09
H -2.770 -2.215 2.283  0.36
H -1.436 -3.240 1.766  0.44
H -0.032 -1.049 1.764  -0.50
H -0.398 -1.796 3.320  0.42
H -2.290 0.265 2.195  0.21
H -2.008 -0.155 3.881  0.47
H 0.233 0.954 3.774  0.53
H -1.095 2.064 3.416  0.47
H 2.460 1.767 -2.275  0.24
H 1.868 -0.351 3.004  0.28
H 2.732 1.191 3.010  0.45
H 4.350 -0.120 1.826  0.36
H 3.107 -1.202 1.196  0.29
H 3.377 0.054 -0.777  0.24
H 3.950 1.481 0.089  0.30
H -1.271 2.687 -2.272  0.29
H -0.759 4.142 -1.431  0.29
H -2.986 4.049 -0.524  0.34
H -3.074 2.306 -0.777  0.28
H -2.701 2.253 1.549  0.29
H -1.815 3.778 1.546  0.38

One molecule with the formula C21H34N2O2, computed with ωB97M-V/def2-TZVPD.

Output
- Relative energy (zero: lowest compared OMol25 entry of this formula, charge and spin): 81.2 kJ/mol
- Max |F|: 0.0114 Eh/bohr
- Kohn-Sham gap: 0.317 Ha
- Multiplicity: 1
- Highest occupied orbital energy: -7.79 eV

Last column: Mulliken charge in e.
Geometry (Å):
C -5.731 -1.891 -0.478  -1.52
C -5.362 -0.435 -0.173  0.44
C -5.437 0.403 -1.459  -1.41
N -4.107 -0.394 0.553  0.18
C -3.911 0.667 1.514  -1.09
C -3.117 1.869 0.985  -0.59
N -1.857 1.391 0.456  0.52
C -0.937 2.455 0.092  -1.19
C 0.431 1.883 -0.160  0.56
C 1.031 1.088 0.805  -0.94
C 2.276 0.516 0.600  -0.03
C 2.953 0.739 -0.596  0.70
O 4.171 0.235 -0.921  -0.44
C 4.832 -0.644 -0.027  0.30
C 6.012 -1.266 -0.798  -0.94
C 7.234 -1.096 0.103  -0.56
C 6.944 0.209 0.838  -0.78
C 5.459 0.091 1.177  -0.70
C 2.356 1.546 -1.565  -0.69
C 1.113 2.103 -1.350  -0.54
C -2.122 0.494 -0.654  -1.50
C -2.882 -0.740 -0.147  -0.03
C -1.985 -1.570 0.789  -0.72
C -0.986 -2.469 0.061  -0.85
O 0.014 -1.778 -0.649  -0.50
H -5.087 -2.308 -1.248  0.31
H -5.627 -2.492 0.422  0.35
H -6.759 -1.949 -0.825  0.48
H -6.117 -0.047 0.522  0.32
H -5.214 1.447 -1.255  0.29
H -6.441 0.344 -1.873  0.51
H -4.738 0.032 -2.205  0.25
H -3.352 0.250 2.360  0.33
H -4.882 1.003 1.884  0.58
H -3.702 2.411 0.218  0.22
H -2.920 2.559 1.811  0.47
H -1.282 3.018 -0.795  0.31
H -0.890 3.153 0.935  0.39
H 0.511 0.915 1.736  0.24
H 2.710 -0.091 1.379  0.36
H 4.125 -1.417 0.303  0.37
H 5.825 -2.305 -1.061  0.32
H 6.137 -0.695 -1.718  0.27
H 8.162 -1.064 -0.464  0.36
H 7.293 -1.919 0.818  0.29
H 7.562 0.343 1.725  0.38
H 7.106 1.054 0.168  0.29
H 4.992 1.063 1.327  0.38
H 5.327 -0.503 2.082  0.33
H 2.888 1.713 -2.488  0.43
H 0.666 2.717 -2.119  0.35
H -2.709 1.005 -1.439  0.17
H -1.177 0.177 -1.095  0.88
H -3.144 -1.361 -1.007  0.64
H -1.442 -0.888 1.446  0.06
H -2.629 -2.203 1.401  0.37
H -0.519 -3.144 0.796  0.30
H -1.499 -3.083 -0.684  0.45
H 0.434 -1.143 -0.053  0.26

What is the multiplicity in the first record? 1